(1)
{"formula": "C20H26N4O3S", "method": "ωB97M-V with the def2-TZVPD basis set", "max_force_ev_per_a": 1.2, "orbital_gap_ev": 8.7, "smiles": "CCOC(=O)c1ccc(NC(=O)CSc2nnc(C3CCCCC3)n2C)cc1", "charge": 0, "e_homo_ha": -0.307, "mol_weight_g_mol": 402.520, "symbols": ["C", "C", "O", "C", "O", "C", "C", "C", "C", "N", "C", "O", "C", "S", "C", "N", "N", "C", "C", "C", "C", "C", "C", "C", "N", "C", "C", "C", "H", "H", "H", "H", "H", "H", "H", "H", "H", "H", "H", "H", "H", "H", "H", "H", "H", "H", "H", "H", "H", "H", "H", "H", "H", "H"], "xyz": [[-5.3851, 4.9407, 1.3510], [-4.2421, 5.5698, 0.5765], [-3.1597, 4.6424, 0.5406], [-2.0634, 5.0400, -0.1242], [-1.9812, 6.1166, -0.6677], [-0.9925, 4.0218, -0.1132], [0.2018, 4.2996, -0.7761], [1.2303, 3.3809, -0.7975], [1.0736, 2.1574, -0.1478], [2.0555, 1.1723, -0.1182], [3.2408, 1.1350, -0.7704], [3.7031, 2.0002, -1.4788], [3.9991, -0.1685, -0.5100], [3.3622, -1.5554, -1.5084], [2.0084, -2.0514, -0.5381], [1.5509, -1.4445, 0.5275], [0.4855, -2.1360, 0.9676], [0.3007, -3.1531, 0.1780], [-0.7606, -4.1815, 0.3246], [-0.2886, -5.2777, 1.2916], [-1.3773, -6.3292, 1.4768], [-2.6567, -5.6853, 2.0010], [-3.1311, -4.5943, 1.0464], [-2.0459, -3.5405, 0.8550], [1.2570, -3.1563, -0.8084], [1.4265, -4.0822, -1.8914], [-0.1219, 1.8760, 0.5202], [-1.1447, 2.7975, 0.5372], [-6.2228, 5.6307, 1.3915], [-5.0667, 4.7072, 2.3635], [-5.7038, 4.0216, 0.8665], [-3.8996, 6.4964, 1.0517], [-4.5390, 5.8085, -0.4514], [0.3046, 5.2517, -1.2740], [2.1510, 3.5972, -1.3133], [1.7902, 0.3173, 0.3910], [5.0330, -0.0473, -0.8320], [3.9488, -0.4702, 0.5349], [-0.9580, -4.6317, -0.6551], [-0.0547, -4.8150, 2.2521], [0.6238, -5.7458, 0.9130], [-1.0308, -7.0946, 2.1737], [-1.5810, -6.8160, 0.5196], [-3.4335, -6.4434, 2.1166], [-2.4645, -5.2477, 2.9826], [-4.0333, -4.1222, 1.4387], [-3.3811, -5.0408, 0.0805], [-1.8222, -3.0522, 1.8039], [-2.3853, -2.7721, 0.1577], [1.4173, -5.1052, -1.5139], [2.3820, -3.8842, -2.3747], [0.6258, -3.9622, -2.6245], [-0.2345, 0.9242, 1.0198], [-2.0673, 2.5792, 1.0513]]}

***

(2)
{"formula": "C20H28Cl4F2O15", "method": "ωB97M-V with the def2-TZVPD basis set", "max_force_ev_per_a": 7.0, "orbital_gap_ev": 10.7, "smiles": "O=C1OC[C@@H](F)O1.O=C1OC[C@@H](F)O1.C[C@H]1COC(=O)O1.C[C@H]1COC(=O)O1.C[C@H]1COC(=O)O1.ClCCl.ClCCl", "charge": 0, "e_homo_ha": -0.395, "mol_weight_g_mol": 688.237, "symbols": ["O", "C", "O", "C", "C", "F", "O", "H", "H", "H", "O", "C", "O", "C", "C", "F", "O", "H", "H", "H", "C", "C", "C", "O", "C", "O", "O", "H", "H", "H", "H", "H", "H", "C", "C", "C", "O", "C", "O", "O", "H", "H", "H", "H", "H", "H", "C", "C", "C", "O", "C", "O", "O", "H", "H", "H", "H", "H", "H", "Cl", "C", "Cl", "H", "H", "Cl", "C", "Cl", "H", "H"], "xyz": [[-35.8787, 18.6786, -35.1491], [-34.6306, 18.7980, -35.0416], [-34.0428, 19.9556, -34.7884], [-32.6408, 19.7310, -34.8158], [-32.5584, 18.2851, -34.3533], [-32.7216, 18.2603, -33.0046], [-33.7029, 17.8276, -34.9304], [-32.3264, 19.7842, -35.8581], [-32.1178, 20.4895, -34.2334], [-31.6201, 17.8002, -34.6226], [-28.8699, 24.0845, -39.0009], [-27.6895, 24.4375, -39.2553], [-27.2850, 25.5196, -39.9645], [-25.8520, 25.4695, -39.8723], [-25.4823, 24.1170, -39.7245], [-24.3077, 23.9144, -39.1343], [-26.5621, 23.7283, -38.9100], [-25.4266, 25.7780, -40.8273], [-25.3838, 26.0677, -39.0905], [-25.5536, 23.5526, -40.6543], [-16.6765, 26.7162, -36.9704], [-18.0190, 26.8444, -36.1566], [-19.1643, 25.9450, -36.6580], [-19.6601, 25.4106, -35.5017], [-18.8756, 25.7475, -34.4220], [-19.0177, 25.2658, -33.2333], [-17.7994, 26.4904, -34.8296], [-16.0007, 27.5533, -36.7948], [-16.8053, 26.6403, -38.0500], [-16.1540, 25.7774, -36.7865], [-18.3408, 27.8838, -36.2218], [-18.7694, 25.2194, -37.3690], [-19.9312, 26.5448, -37.1481], [-26.8984, 22.0923, -31.4627], [-26.5574, 21.4938, -32.8663], [-25.1275, 21.7869, -33.2031], [-24.6088, 20.4744, -33.2843], [-25.5013, 19.5547, -32.9986], [-25.3082, 18.3361, -33.0402], [-26.6657, 20.0983, -32.7041], [-26.2645, 21.7752, -30.6346], [-27.9139, 21.9012, -31.1159], [-26.8227, 23.1761, -31.5510], [-27.2434, 21.9034, -33.6078], [-24.6098, 22.4323, -32.4935], [-25.1976, 22.2842, -34.1706], [-34.3340, 26.2217, -33.3585], [-34.0831, 26.1620, -31.7964], [-35.2967, 26.3548, -30.9316], [-35.2938, 25.2809, -30.0472], [-34.3856, 24.4102, -30.3690], [-34.0842, 23.3500, -29.7986], [-33.7130, 24.8624, -31.4298], [-33.4210, 26.0947, -33.9402], [-34.7385, 27.1938, -33.6404], [-35.1287, 25.5169, -33.6030], [-33.3287, 26.8871, -31.4911], [-36.1725, 26.4370, -31.5752], [-35.2405, 27.2636, -30.3325], [-17.7207, 17.6959, -35.7983], [-18.2390, 19.3415, -35.7266], [-16.8554, 20.4051, -36.0555], [-19.0512, 19.4767, -36.4407], [-18.7467, 19.5450, -34.7838], [-30.5034, 18.8560, -24.6204], [-30.0829, 18.2413, -26.2715], [-28.3056, 18.3374, -26.4990], [-30.3720, 17.2182, -26.5115], [-30.5361, 18.9204, -26.9936]]}

***

(3)
{"formula": "CH2N2O3Si", "method": "ωB97M-V with the def2-TZVPD basis set", "max_force_ev_per_a": 2.3, "orbital_gap_ev": 8.4, "charge": 0, "e_homo_ha": -0.371, "mol_weight_g_mol": 118.124, "symbols": ["C", "N", "N", "O", "O", "O", "Si", "H", "H"], "xyz": [[-0.7072, 2.4291, -0.2704], [-0.9290, 3.4912, 0.0639], [-1.5513, -1.3257, 0.5806], [-2.3499, -1.5855, -0.2540], [-0.7887, -0.2084, 0.3532], [2.5339, -1.0828, -0.0615], [-0.3852, 0.7074, -0.9635], [2.3657, -0.7127, 0.8079], [1.8116, -1.7125, -0.2563]]}

***

(4)
{"formula": "C5H5NO", "method": "ωB97M-V with the def2-TZVPD basis set", "max_force_ev_per_a": 0.8, "orbital_gap_ev": 8.4, "charge": 0, "e_homo_ha": -0.326, "mol_weight_g_mol": 95.101, "symbols": ["O", "C", "C", "C", "C", "C", "N", "H", "H", "H", "H", "H"], "xyz": [[2.3899, 0.1094, 1.5200], [0.4788, -1.0650, -0.8683], [-0.6503, -1.0313, 0.1546], [-0.6443, 0.5142, 0.1779], [0.1332, 0.3915, -1.1521], [1.3201, 0.5641, 1.3913], [0.2048, 1.0337, 1.2522], [-1.5296, -1.4387, -0.3670], [-0.5273, -1.5914, 1.0898], [-1.5903, 1.0576, 0.2024], [0.9494, 1.0904, -1.3738], [-0.5344, 0.3655, -2.0269]]}

***

(5)
{"formula": "C3H7N2O3", "method": "ωB97M-V with the def2-TZVPD basis set", "max_force_ev_per_a": 5.0, "orbital_gap_ev": 9.6, "smiles": "C[C@H](O)C(=[NH2+])[N+](=O)[O-]", "charge": 1, "e_homo_ha": -0.585, "mol_weight_g_mol": 119.100, "symbols": ["C", "C", "O", "C", "N", "N", "O", "O", "H", "H", "H", "H", "H", "H", "H"], "xyz": [[0.5614, -1.1966, 0.7107], [0.0724, -0.2452, -0.3702], [1.0271, 0.8422, -0.7194], [-1.2707, 0.5874, -0.0352], [-1.4186, 1.8127, 0.0541], [-2.5660, -0.2149, -0.1641], [-2.5585, -1.1455, -0.9204], [-3.4858, 0.2581, 0.4363], [0.7207, -0.7381, 1.7094], [-0.1769, -1.9782, 0.8572], [1.5239, -1.4310, 0.3179], [-0.3494, -0.8430, -1.2255], [1.8854, 0.4703, -1.0278], [-0.6519, 2.5392, 0.0853], [-2.3295, 2.0917, 0.1547]]}

***

(6)
{"formula": "C12H23CoO9PS4", "method": "ωB97M-V with the def2-TZVPD basis set", "max_force_ev_per_a": 0.2, "orbital_gap_ev": [5.4, 5.6], "charge": -2, "e_homo_ha": [-0.036, -0.044], "mol_weight_g_mol": 529.482, "multiplicity": 4, "symbols": ["Co", "O", "C", "O", "C", "O", "C", "C", "O", "O", "H", "H", "H", "H", "H", "S", "S", "S", "S", "C", "C", "C", "C", "O", "P", "O", "O", "O", "C", "C", "C", "C", "H", "H", "H", "H", "H", "H", "H", "H", "H", "H", "H", "H", "H", "H", "H", "H", "H", "H"], "xyz": [[0.7831, 1.4618, 0.7577], [-1.1781, 2.1850, 2.6908], [-0.3662, 2.7493, 1.7514], [-0.6824, 2.7492, 0.5165], [0.5527, 3.8161, 2.3075], [1.6864, 3.9452, 1.4626], [2.9049, 3.5804, 2.0876], [3.0307, 2.1140, 2.5388], [3.8760, 1.8835, 3.3953], [2.2616, 1.2533, 1.9873], [-1.4614, 1.3082, 2.3254], [0.8406, 3.5414, 3.3250], [0.0294, 4.7801, 2.3391], [3.0994, 4.2143, 2.9590], [3.6900, 3.7534, 1.3495], [3.7325, -0.1049, -3.4593], [6.4570, 1.8513, -2.6530], [5.1942, 1.7872, -1.1410], [3.5131, 0.6366, -1.6539], [-3.8188, -1.0849, -2.3197], [-3.1567, -0.3351, -1.1704], [-2.5480, 0.9677, -1.6706], [-4.1610, -0.0709, -0.0507], [-2.1548, -1.2497, -0.6872], [-0.9360, -0.8396, 0.2872], [0.0483, 0.0143, -0.4827], [-1.4356, -0.2726, 1.5742], [-0.3458, -2.2903, 0.5795], [0.6398, -2.9797, -0.2329], [0.3761, -2.8031, -1.7240], [0.4819, -4.4417, 0.1620], [2.0186, -2.4643, 0.1475], [-4.6409, -0.4973, -2.7339], [-4.2085, -2.0413, -1.9654], [-3.0880, -1.2762, -3.1066], [-3.3309, 1.5712, -2.1375], [-1.7665, 0.7655, -2.4034], [-2.1038, 1.5446, -0.8591], [-4.9665, 0.5712, -0.4183], [-3.6666, 0.4116, 0.7895], [-4.5889, -1.0134, 0.2972], [-0.6360, -3.1266, -1.9717], [1.0972, -3.4046, -2.2807], [0.5050, -1.7607, -2.0137], [-0.5177, -4.7980, -0.0945], [0.6268, -4.5541, 1.2374], [1.2232, -5.0502, -0.3595], [2.1110, -1.4072, -0.0898], [2.7949, -2.9963, -0.4066], [2.1850, -2.5938, 1.2181]]}

***

- Which formula does entry 1 have?
  C20H26N4O3S